No. 1
This record from the Open Molecules 2025 dataset describes a 2-piece molecular cluster, C4F5N overall at a distorted geometry. The level of theory is ωB97M-V with the def2-TZVPD basis set.

## Properties
- charge = 0
- energy relative to the best compared isomer or geometry (same formula, charge and spin) (kcal per mole) = 76.3
- LUMO energy (eV) = -0.2
- HOMO level (eV) = -10.7

Last column: Mulliken charge in e.
Geometry (Å):
1 C 0.637 -1.414 -0.219  0.331
2 C 1.208 -0.340 0.448  0.237
3 C -2.825 0.688 -0.308  0.044
4 C 1.468 0.772 -0.247  0.463
5 N 0.333 -2.364 -0.758  -0.368
6 F 1.525 -0.521 1.775  -0.254
7 F -3.628 0.629 0.765  -0.097
8 F -1.893 -0.192 -0.205  0.023
9 F 1.162 0.863 -1.493  -0.171
10 F 2.013 1.879 0.243  -0.209

No. 2
This record from the Open Molecules 2025 dataset describes C4F7O3S as an isolated structure at a distorted geometry. The level of theory is ωB97M-V with the def2-TZVPD basis set.

## Properties
- charge = -1
- energy relative to the best compared isomer or geometry (same formula, charge and spin) (kcal per mole) = 24.1
- LUMO energy (eV) = 3.5
- HOMO level (eV) = -4.5

Last column: Mulliken charge in e.
Geometry (Å):
1 C -1.170 0.320 -0.460  0.107
2 C 1.051 -0.272 0.756  0.676
3 C -2.190 -0.552 -0.020  0.983
4 C 2.426 -0.335 -0.076  0.812
5 O -0.135 2.642 -0.293  -0.586
6 O 0.947 0.749 1.443  -0.696
7 O 0.218 -1.162 0.534  -0.645
8 F -0.862 0.418 -1.680  -0.285
9 F -3.484 -0.077 -0.650  -0.355
10 F -2.431 -0.379 1.246  -0.266
11 F -2.047 -1.855 -0.306  -0.226
12 F 2.648 -1.568 -0.510  -0.286
13 F 2.398 0.453 -1.136  -0.269
14 F 3.507 -0.042 0.632  -0.284
15 S -0.873 1.659 0.521  0.321

No. 3
This record from the Open Molecules 2025 dataset describes a 3-piece molecular cluster, C4H10 overall at a distorted geometry. The level of theory is ωB97M-V with the def2-TZVPD basis set.

## Properties
- ⟨S²⟩ = 0.76
- charge = -1
- energy relative to the best compared isomer or geometry (same formula, charge and spin) (kcal per mole) = 71.1
- LUMO energy (alpha / beta) (eV) = 4.3 / 4.3
- HOMO level (alpha / beta) (eV) = -0.7 / -1.9
- multiplicity = 2

Last column: Mulliken charge in e.
Geometry (Å):
1 C 0.675 0.578 1.384  -0.990
2 C -0.513 0.034 0.912  -0.146
3 C -1.563 0.612 0.148  -1.036
4 C 1.076 -0.852 -1.619  -0.961
5 H 1.290 -0.183 1.838  0.284
6 H 0.828 1.632 1.204  0.382
7 H -0.727 -0.906 1.405  0.097
8 H 1.279 -0.127 -0.841  0.189
9 H -2.466 0.030 -0.093  0.128
10 H -1.746 1.561 1.812  0.189
11 H -1.359 1.224 -0.733  0.074
12 H 1.318 -0.661 -2.664  0.291
13 H 1.809 -1.623 -1.306  0.279
14 H 0.100 -1.318 -1.448  0.219

Repeat the second record exactly.
This record from the Open Molecules 2025 dataset describes C4F7O3S as an isolated structure at a distorted geometry. The level of theory is ωB97M-V with the def2-TZVPD basis set.

## Properties
- charge = -1
- energy relative to the best compared isomer or geometry (same formula, charge and spin) (kcal per mole) = 24.1
- LUMO energy (eV) = 3.5
- HOMO level (eV) = -4.5

Last column: Mulliken charge in e.
Geometry (Å):
1 C -1.170 0.320 -0.460  0.107
2 C 1.051 -0.272 0.756  0.676
3 C -2.190 -0.552 -0.020  0.983
4 C 2.426 -0.335 -0.076  0.812
5 O -0.135 2.642 -0.293  -0.586
6 O 0.947 0.749 1.443  -0.696
7 O 0.218 -1.162 0.534  -0.645
8 F -0.862 0.418 -1.680  -0.285
9 F -3.484 -0.077 -0.650  -0.355
10 F -2.431 -0.379 1.246  -0.266
11 F -2.047 -1.855 -0.306  -0.226
12 F 2.648 -1.568 -0.510  -0.286
13 F 2.398 0.453 -1.136  -0.269
14 F 3.507 -0.042 0.632  -0.284
15 S -0.873 1.659 0.521  0.321

Number 3 is which compound? C4H10

Which of these has the lowest energy relative to the best compared isomer or geometry (same formula, charge and spin)? C4F7O3S

Copy entry 3 word for word.
This record from the Open Molecules 2025 dataset describes a 3-piece molecular cluster, C4H10 overall at a distorted geometry. The level of theory is ωB97M-V with the def2-TZVPD basis set.

## Properties
- ⟨S²⟩ = 0.76
- charge = -1
- energy relative to the best compared isomer or geometry (same formula, charge and spin) (kcal per mole) = 71.1
- LUMO energy (alpha / beta) (eV) = 4.3 / 4.3
- HOMO level (alpha / beta) (eV) = -0.7 / -1.9
- multiplicity = 2

Last column: Mulliken charge in e.
Geometry (Å):
1 C 0.675 0.578 1.384  -0.990
2 C -0.513 0.034 0.912  -0.146
3 C -1.563 0.612 0.148  -1.036
4 C 1.076 -0.852 -1.619  -0.961
5 H 1.290 -0.183 1.838  0.284
6 H 0.828 1.632 1.204  0.382
7 H -0.727 -0.906 1.405  0.097
8 H 1.279 -0.127 -0.841  0.189
9 H -2.466 0.030 -0.093  0.128
10 H -1.746 1.561 1.812  0.189
11 H -1.359 1.224 -0.733  0.074
12 H 1.318 -0.661 -2.664  0.291
13 H 1.809 -1.623 -1.306  0.279
14 H 0.100 -1.318 -1.448  0.219